26
Properties=species:S:1:pos:R:3 method="wB97M-V/def2-TZVPD" homo_lumo_gap_ev="5.4 / 5.4" de_lowest_kcal_mol=45.8 max_force_ev_per_a=3.46 charge=+3 multiplicity=3 e_homo_ev="-18.7 / -19.1" energy_ha=-2377.2118 s2=2.0117
O -2.8436 -1.3479 0.6771
Mg -4.7161 -1.5703 0.5668
C -1.9090 -1.8540 1.5711
H -1.4764 -1.1298 2.2746
H -0.6166 -1.5999 0.7570
H -2.1459 -2.8481 1.9669
O 0.1978 -1.0406 -0.2335
C -0.6953 -0.6209 -1.2050
C -0.3004 0.6401 -1.9302
O 0.4387 1.4309 -0.9975
C 1.1341 2.5691 -1.4974
C 1.9565 3.0922 -0.3432
O 2.6466 1.9812 0.2498
C 3.6475 2.3685 1.1961
Cu 1.6051 0.3198 0.1192
H -1.9861 -0.8471 -0.3971
H -0.9688 -1.4223 -1.9070
H -1.1741 1.1968 -2.2945
H 0.3406 0.4197 -2.8007
H 0.4260 3.3359 -1.8375
H 1.7750 2.2652 -2.3384
H 1.3204 3.5561 0.4238
H 2.6887 3.8257 -0.7048
H 4.0560 1.4561 1.6395
H 4.4404 2.9202 0.6774
H 3.1972 2.9970 1.9752

=====

24
Properties=species:S:1:pos:R:3 method="wB97M-V/def2-TZVPD" homo_lumo_gap_ev="8.7 / 6.6" de_lowest_kcal_mol=30.4 max_force_ev_per_a=1.97 charge=+1 multiplicity=6 e_homo_ev="-12.5 / -12.5" energy_ha=-1726.0116 s2=8.7537
C -3.8558 1.1076 0.1197
O -2.7107 0.3894 0.5050
C -2.5208 -0.7919 -0.2320
C -1.2429 -1.4562 0.2103
O -0.1480 -0.7349 -0.3053
C 1.0329 -0.8374 0.4438
C 2.1466 -0.3001 -0.4216
O 2.7852 0.7755 0.2386
C 3.9616 1.2250 -0.4129
Fe 1.6932 2.1904 1.5086
H -3.9331 1.9889 0.7673
H -3.7688 1.4445 -0.9281
H -4.7690 0.4984 0.2344
H -2.4704 -0.5595 -1.3122
H -3.3605 -1.4908 -0.0634
H -1.1884 -2.4880 -0.1762
H -1.2360 -1.5379 1.3111
H 1.3503 -1.8256 0.8168
H 0.7101 -0.5286 1.4541
H 1.8540 0.0092 -1.4376
H 2.8713 -1.1101 -0.6028
H 4.7246 0.4329 -0.3740
H 3.7649 1.4805 -1.4656
H 4.3099 2.1187 0.1221

=====

30
Properties=species:S:1:pos:R:3 method="wB97M-V/def2-TZVPD" homo_lumo_gap_ev="6.3 / 4.8" de_lowest_kcal_mol=0.0 max_force_ev_per_a=1.67 multiplicity=3 e_homo_ev="-7.0 / -7.0" energy_ha=-8617.3169 s2=2.0265
Pd -2.6504 -1.5712 -0.3052
Se -2.7962 -1.8712 2.0944
Se -1.4759 -3.4787 1.2121
Te -1.2682 -3.5843 -1.3866
Se -2.2770 -1.6978 -2.7892
I -5.5141 -3.5349 -0.3839
C -6.1344 -1.5157 -0.2955
I -4.8077 0.2402 -0.4256
H -6.6897 -1.3526 0.6272
H -6.7754 -1.4176 -1.1853
C 2.1178 2.8815 0.5912
N 1.1389 1.8382 0.3039
C -0.2636 2.2445 0.2832
C 1.3751 0.5253 0.0153
O 0.3922 -0.1910 -0.1480
N 2.6704 -0.0150 -0.1343
C 3.9619 0.6895 0.0313
C 2.7267 -1.4838 -0.1664
H 1.5721 3.7269 0.9966
H 2.6253 3.1928 -0.3545
H 2.9271 2.4971 1.2185
H -0.3916 3.1985 0.8040
H -0.9088 1.4331 0.6899
H -0.5952 2.3486 -0.7785
H 4.0322 1.1481 0.9988
H 4.0652 1.4828 -0.7466
H 4.7472 -0.0434 -0.1532
H 1.7569 -1.8462 -0.5554
H 2.9104 -1.9694 0.7874
H 3.5287 -1.8742 -0.8455

=====

24
Properties=species:S:1:pos:R:3 method="wB97M-V/def2-TZVPD" homo_lumo_gap_ev=9.8 de_lowest_kcal_mol=0.0 max_force_ev_per_a=3.81 charge=+2 e_homo_ev=-18.1 energy_ha=-698.3184
C 1.7288 -2.3508 0.2444
C 0.9298 -1.1924 -0.2490
N 0.7939 -1.2533 -1.5546
N 0.3669 -0.2067 0.5107
C 0.3217 -0.3159 1.9764
C -0.2405 1.0653 0.0482
C 0.1466 1.5572 -1.3489
C -1.8337 1.0352 0.0267
N -2.5398 2.0702 0.2911
I -2.9201 -0.6425 -0.4928
H 1.0414 -3.1974 0.0461
H 2.0813 -2.2357 1.2781
H 2.7446 -2.4617 -0.1843
H 1.3519 -1.9601 -2.0281
H 0.1905 -0.6351 -2.1076
H 0.3652 -1.4167 2.1460
H -0.5935 0.1118 2.4192
H 0.9843 0.3706 2.3133
H -0.1101 1.6521 0.9302
H -0.0182 2.5721 -1.3014
H -0.3231 1.2317 -2.2549
H 1.1349 1.2412 -1.3992
H -2.0649 2.9355 0.6663
H -3.5380 2.0253 0.0241

=====

24
Properties=species:S:1:pos:R:3 method="wB97M-V/def2-TZVPD" homo_lumo_gap_ev=9.4 de_lowest_kcal_mol=12.6 max_force_ev_per_a=0.88 charge=+1 e_homo_ev=-13.1 energy_ha=-1062.4320
K 1.9950 1.9638 -0.5286
C 2.5545 0.7440 2.9343
O 1.9013 -0.2443 2.1936
C 0.4986 -0.1792 2.1901
C -0.0396 -1.0008 1.0420
O 0.5556 -0.5420 -0.1622
C 0.0666 -1.1526 -1.3449
C -1.2952 -0.6554 -1.7764
O -1.1507 0.6836 -2.1854
C -2.2754 1.1667 -2.9049
H 2.3954 0.7108 4.0187
H 2.2658 1.7528 2.5843
H 3.6310 0.6242 2.7956
H 0.1347 0.8516 2.0349
H 0.0992 -0.5402 3.1419
H -1.1299 -0.9381 1.0298
H 0.2342 -2.0568 1.1659
H 0.0952 -2.2447 -1.2596
H 0.7810 -0.8624 -2.1223
H -2.0111 -0.7873 -0.9523
H -1.6892 -1.2741 -2.5917
H -2.0419 2.2057 -3.1384
H -3.1891 1.1384 -2.3120
H -2.3859 0.6362 -3.8523

=====

26
Properties=species:S:1:pos:R:3 method="wB97M-V/def2-TZVPD" homo_lumo_gap_ev="4.8 / 8.2" de_lowest_kcal_mol=0.0 max_force_ev_per_a=3.64 charge=+3 multiplicity=7 e_homo_ev="-17.1 / -20.7" energy_ha=-1887.9072 s2=12.0095
O -2.7773 -0.8789 3.1624
Mg -3.2068 -0.4505 4.9123
C -3.1806 -1.6869 2.1743
H -2.4104 -2.2868 1.6694
H -2.5698 -0.3994 0.3062
H -4.1899 -2.1175 2.2201
O -1.8320 0.2693 -0.1187
C -1.4568 1.1859 0.9052
C -0.1428 1.8504 0.5790
O 0.6919 0.8303 0.0279
C 1.9608 1.2225 -0.4911
C 2.5386 -0.0080 -1.1498
O 1.5203 -0.5823 -1.9834
C 2.0042 -1.5953 -2.8709
Mn -0.3099 -0.3292 -1.2495
H -1.4819 0.5302 1.8892
H -2.2403 1.9393 1.0560
H 0.3202 2.2774 1.4778
H -0.2706 2.6549 -0.1614
H 2.6173 1.5659 0.3184
H 1.8192 2.0348 -1.2193
H 2.8436 -0.7570 -0.4055
H 3.4034 0.2678 -1.7667
H 1.1395 -2.0337 -3.3764
H 2.6746 -1.1381 -3.6082
H 2.5357 -2.3651 -2.2974